{
  "formula": "C31H31BBrClN9O5Rh",
  "method": "wB97M-V/def2-TZVPD",
  "charge": 1,
  "energy_ev": -142545.05378,
  "orbital_gap_ha": [0.2842, 0.1812],
  "multiplicity": 2,
  "elements": ["Rh", "C", "C", "C", "C", "N", "N", "B", "N", "C", "C", "C", "C", "N", "N", "C", "C", "C", "C", "N", "N", "C", "C", "C", "C", "N", "H", "H", "H", "H", "H", "H", "H", "H", "H", "H", "H", "H", "H", "H", "H", "H", "H", "H", "H", "H", "Br", "C", "C", "C", "C", "C", "N", "C", "O", "O", "H", "H", "H", "C", "C", "C", "C", "Cl", "C", "C", "C", "O", "C", "C", "O", "O", "H", "H", "H", "H", "H", "H", "H", "H"],
  "xyz": [[0.91985, 0.09361, -0.76413], [-1.42697, -1.16410, -3.11335], [-1.35958, -1.76718, -1.75289], [-2.03130, -2.90608, -1.31226], [-1.59512, -3.10967, -0.02657], [-0.73009, -2.13684, 0.29564], [-0.56110, -1.32822, -0.76987], [0.06057, -1.81598, 1.58492], [-0.14995, -0.30294, 1.90222], [-0.64279, 0.28953, 2.99524], [-0.48474, 1.65389, 2.86051], [0.14132, 1.83935, 1.62480], [0.61852, 3.11385, 1.01491], [0.30944, 0.64185, 1.05883], [1.55480, -1.98269, 1.26242], [2.47752, -2.73463, 1.86497], [3.68605, -2.52343, 1.24676], [3.43857, -1.60407, 0.22856], [4.44365, -1.06169, -0.72445], [2.13510, -1.28539, 0.23793], [-0.31196, -2.60462, 2.82931], [-1.16609, -3.61807, 3.14299], [-1.01572, -3.90927, 4.46840], [-0.02171, -3.01673, 4.92850], [0.53218, -2.88349, 6.31207], [0.39385, -2.24311, 3.94442], [-2.26624, -1.57004, -3.67212], [-0.50988, -1.40056, -3.64710], [-1.48166, -0.07785, -3.07385], [-2.73297, -3.50270, -1.86903], [-1.85747, -3.88905, 0.65858], [-1.07381, -0.28628, 3.79438], [-0.77510, 2.41847, 3.56152], [0.46423, 3.93652, 1.71177], [0.08273, 3.31046, 0.09108], [1.67212, 3.03993, 0.76113], [2.22329, -3.36136, 2.70153], [4.63375, -2.97037, 1.49293], [5.43139, -1.42460, -0.45045], [4.46110, 0.02500, -0.70161], [4.22763, -1.38995, -1.74073], [-1.83119, -4.06995, 2.43387], [-1.53892, -4.65755, 5.04037], [0.08033, -3.61919, 6.97405], [0.33429, -1.88759, 6.70905], [1.61266, -3.02566, 6.31130], [1.57077, -3.23105, -2.51475], [1.69579, -1.24682, -3.48950], [2.42971, -1.47758, -4.63391], [3.51020, -0.63321, -4.83069], [3.75552, 0.38214, -3.91374], [2.92494, 0.52510, -2.82632], [1.88795, -0.31693, -2.60376], [3.10852, 1.62540, -1.80376], [3.93591, 2.48428, -1.98872], [2.33307, 1.50579, -0.76808], [2.18306, -2.27866, -5.31225], [4.16420, -0.78324, -5.67999], [4.57885, 1.07413, -4.02297], [-4.69423, 1.60854, -1.41767], [-4.01076, 2.59283, -0.52883], [-4.40622, 2.81430, 0.76013], [-3.71112, 3.72454, 1.57185], [-4.19944, 3.95210, 3.17405], [-2.60944, 4.46256, 1.07267], [-2.18903, 4.26200, -0.20092], [-2.86636, 3.31940, -1.02614], [-2.57588, 3.08677, -2.26342], [-1.29206, 3.37691, -2.84254], [-0.31156, 2.21242, -2.52047], [0.61037, 2.07977, -3.30085], [-0.64334, 1.56004, -1.46720], [-5.58330, 1.20790, -0.93784], [-4.01097, 0.78729, -1.64948], [-4.97237, 2.06863, -2.36657], [-5.25768, 2.28401, 1.16502], [-2.12348, 5.19157, 1.70673], [-1.36174, 4.84075, -0.58137], [-0.82388, 4.28531, -2.46853], [-1.41659, 3.42145, -3.91670]],
  "forces_ev_per_a": [[0.1, -0.1, 0.3], [0.2, 0.2, 0.2], [0.1, 0.1, 0.1], [-0.1, 0.0, -0.1], [-0.1, 0.0, 0.0], [0.0, -0.3, 0.2], [-0.2, 0.2, -0.4], [-0.1, 0.2, 0.3], [-0.3, 0.0, 0.0], [-0.2, 0.1, 0.0], [-0.1, 0.0, 0.0], [0.0, 0.1, 0.0], [0.0, -0.1, 0.1], [0.0, 0.1, 0.0], [0.1, 0.2, -0.5], [0.0, -0.1, 0.1], [0.1, -0.1, -0.1], [-0.2, 0.1, 0.0], [-0.1, 0.0, 0.0], [-0.2, 0.4, 0.0], [0.1, -0.1, 0.0], [0.0, 0.1, -0.1], [0.0, 0.0, 0.2], [-0.1, 0.0, -0.1], [0.0, 0.1, -0.1], [0.0, 0.0, 0.0], [0.0, 0.0, 0.0], [-0.1, -0.1, -0.2], [-0.1, 0.0, 0.0], [0.0, 0.0, 0.0], [0.0, 0.0, 0.0], [0.1, 0.0, 0.0], [0.1, 0.0, 0.0], [0.0, 0.0, 0.0], [0.1, 0.0, 0.0], [0.0, 0.1, 0.0], [-0.1, 0.1, 0.0], [0.0, 0.0, 0.0], [0.0, 0.0, 0.0], [0.1, 0.0, 0.1], [0.1, -0.1, 0.0], [0.0, 0.0, 0.0], [0.0, 0.0, -0.1], [0.0, 0.0, 0.0], [0.0, 0.0, 0.0], [0.0, 0.0, 0.0], [-0.7, 1.9, -1.1], [1.1, -3.4, 1.6], [0.1, 0.6, -0.4], [-0.3, 0.3, -0.3], [0.0, 0.0, -0.1], [-0.8, 0.5, -0.3], [0.3, 0.2, 0.3], [-0.3, -0.1, -0.2], [0.1, 0.0, 0.1], [0.1, 0.2, 0.1], [0.1, -0.2, 0.2], [0.0, 0.0, 0.0], [0.0, 0.0, 0.1], [0.1, 0.0, 0.0], [0.0, 0.0, -0.1], [0.0, 0.0, 0.1], [0.1, 0.0, -0.2], [0.0, 0.0, 0.1], [-0.1, 0.0, 0.1], [0.0, 0.0, -0.1], [-0.1, 0.1, 0.3], [0.1, 0.2, -0.4], [0.6, -0.5, 0.2], [-0.7, 0.2, -0.1], [0.0, -0.1, 0.2], [1.5, -0.8, -0.1], [0.0, 0.0, 0.0], [0.0, 0.0, 0.0], [0.0, 0.0, 0.0], [0.0, 0.0, 0.0], [0.0, 0.0, 0.0], [0.0, 0.0, -0.1], [-0.3, 0.2, 0.0], [-0.2, 0.1, 0.0]]
}

{
  "formula": "C31H31BF4O3",
  "method": "wB97M-V/def2-TZVPD",
  "charge": 0,
  "energy_ev": -50337.77589,
  "orbital_gap_ha": 0.1747,
  "multiplicity": 1,
  "de_lowest_kj_mol": 365.0,
  "elements": ["C", "C", "C", "C", "C", "B", "C", "C", "C", "C", "C", "F", "F", "F", "C", "C", "O", "C", "C", "C", "C", "C", "C", "O", "O", "H", "H", "H", "H", "H", "H", "H", "H", "H", "H", "H", "H", "H", "H", "H", "H", "H", "H", "H", "H", "H", "F", "C", "C", "C", "C", "C", "C", "C", "C", "C", "C", "C", "C", "C", "H", "H", "H", "H", "H", "H", "H", "H", "H", "H"],
  "xyz": [[2.46140, -1.33571, -4.79295], [2.32898, -1.64066, -3.38199], [3.02524, -2.42364, -2.50032], [2.35037, -2.33922, -1.24308], [1.31807, -1.45375, -1.41891], [0.91447, 0.47998, 0.05498], [0.26709, -0.92579, -0.55056], [0.02186, -1.97030, 0.45808], [-0.85636, -2.98031, 0.21611], [-1.70809, -2.92587, -0.89391], [-2.72668, -4.01137, -1.07857], [-3.68797, -3.66519, -1.98322], [-2.18548, -5.19079, -1.50496], [-3.38292, -4.28214, 0.09891], [-1.69263, -1.82185, -1.74746], [-0.81757, -0.80266, -1.54283], [1.97298, 0.37846, 0.91813], [2.76173, 1.58822, 0.76976], [2.61310, 2.35759, 2.07746], [4.21345, 1.17029, 0.60571], [2.12693, 2.32046, -0.50654], [1.81845, 3.79328, -0.32867], [2.91141, 2.16068, -1.79927], [0.87781, 1.61915, -0.72742], [1.28922, -1.05030, -2.71938], [3.32025, -1.87577, -5.19799], [1.57180, -1.62225, -5.37264], [2.63781, -0.26173, -4.93576], [3.92452, -2.99287, -2.69359], [2.59008, -2.85364, -0.31713], [0.61355, -1.92791, 1.37442], [-0.92586, -3.81842, 0.91300], [-2.42232, -1.74532, -2.55155], [-0.86176, 0.09828, -2.14956], [3.16018, 3.31094, 2.04744], [1.55893, 2.54867, 2.32382], [3.03330, 1.75058, 2.89081], [4.85129, 2.06292, 0.53754], [4.54062, 0.59204, 1.48146], [4.37152, 0.55430, -0.29148], [2.75146, 4.35185, -0.17725], [1.33915, 4.17781, -1.23562], [1.14821, 3.97837, 0.51756], [3.83866, 2.74656, -1.78320], [3.15367, 1.11052, -2.00910], [2.29798, 2.52617, -2.63580], [-5.82054, -1.62685, 0.38018], [-4.99402, -0.55089, 0.17469], [-5.51597, 0.57631, -0.45636], [-4.66237, 1.66859, -0.66525], [-3.33872, 1.61356, -0.26666], [-2.82198, 0.46173, 0.37852], [-1.43225, 0.48613, 0.81530], [-1.19177, 0.32312, 2.24677], [-0.68048, 1.41772, 2.98643], [-0.58787, 1.35976, 4.37089], [-1.01990, 0.21577, 5.05599], [-1.50390, -0.88563, 4.34258], [-1.57608, -0.83826, 2.95114], [-3.67404, -0.63251, 0.59889], [-6.55814, 0.59376, -0.76710], [-5.04594, 2.57218, -1.13985], [-2.67536, 2.46438, -0.42623], [-0.94703, 1.35255, 0.35887], [-0.44093, 2.34396, 2.45432], [-0.18387, 2.20787, 4.92770], [-0.98308, 0.18126, 6.14674], [-1.82296, -1.79052, 4.86554], [-1.91611, -1.71847, 2.40169], [-3.31458, -1.55516, 1.05075]],
  "forces_ev_per_a": [[0.3, 0.3, -1.1], [0.1, -0.6, 1.7], [-0.2, 0.1, -0.3], [-0.3, 0.6, 0.1], [2.4, -1.6, -0.8], [0.5, -1.9, -1.9], [1.5, 1.3, 0.0], [-0.6, 0.5, 0.9], [0.1, -0.4, 0.5], [-0.1, 0.1, -0.3], [-1.0, -0.4, -0.1], [0.8, -0.3, 0.6], [-0.3, 0.8, 0.4], [0.6, 0.1, -0.9], [-0.5, -0.3, -0.4], [-1.4, 1.5, 1.2], [-0.5, 0.5, -0.4], [-0.1, 0.2, 0.2], [0.0, 0.3, 0.2], [0.3, 0.0, -0.3], [0.0, -0.1, 0.0], [0.0, 0.3, 0.3], [0.3, -0.2, -0.3], [0.2, -0.2, 0.8], [0.5, 0.1, -0.4], [-0.1, 0.1, 0.0], [0.2, 0.1, 0.2], [-0.1, -0.2, -0.1], [-0.2, 0.0, -0.2], [0.0, 0.2, -0.3], [-0.1, -0.2, -0.3], [-0.1, 0.3, -0.1], [0.1, -0.1, 0.3], [0.1, -0.2, 0.1], [-0.2, -0.2, 0.0], [0.5, 0.0, -0.2], [-0.1, 0.1, -0.2], [-0.1, -0.2, 0.0], [-0.2, 0.2, -0.2], [-0.1, 0.2, 0.3], [-0.2, 0.0, 0.0], [0.1, -0.1, 0.2], [0.2, 0.0, -0.1], [-0.1, -0.2, 0.0], [0.0, 0.2, 0.1], [0.1, -0.1, 0.3], [0.6, 0.7, -0.1], [-0.3, 0.1, -0.1], [0.1, -0.2, 0.1], [-0.1, -0.2, 0.0], [0.0, -0.3, 0.1], [-0.4, 0.1, -0.2], [-1.4, 0.2, -0.2], [0.2, -0.2, 0.9], [-0.4, -0.4, -0.3], [-0.1, -0.4, 0.3], [0.1, 0.1, 0.0], [0.0, 0.2, -0.3], [0.1, 0.2, 0.4], [-0.3, -0.1, -0.1], [0.2, 0.0, 0.1], [0.1, -0.3, 0.1], [-0.2, -0.2, 0.0], [-0.1, -0.1, 0.3], [-0.1, -0.4, 0.2], [-0.2, -0.2, -0.2], [0.1, 0.0, -0.3], [0.1, 0.3, -0.1], [0.2, 0.4, 0.3], [-0.2, 0.3, -0.1]]
}

{
  "formula": "C31H31BN5O2Se4Ti",
  "method": "wB97M-V/def2-TZVPD",
  "charge": 1,
  "energy_ev": -329369.94547,
  "orbital_gap_ha": 0.2110,
  "multiplicity": 1,
  "de_lowest_kj_mol": 0.0,
  "elements": ["Ti", "C", "Se", "C", "C", "Se", "C", "H", "H", "H", "H", "H", "H", "H", "H", "H", "H", "C", "C", "C", "C", "C", "C", "N", "N", "C", "C", "C", "C", "C", "N", "H", "H", "H", "H", "H", "H", "H", "H", "H", "Se", "Se", "C", "C", "C", "C", "C", "N", "C", "C", "C", "C", "C", "N", "H", "H", "H", "H", "H", "H", "H", "H", "O", "B", "O", "C", "C", "C", "C", "C", "C", "H", "H", "H", "H"],
  "xyz": [[-0.64653, -0.04650, -0.84113], [4.51756, -0.59857, 2.75617], [2.58932, -0.37170, 2.61200], [2.57805, 1.57923, 2.61804], [3.21859, 2.19833, 1.39088], [2.24547, 1.83364, -0.27396], [2.06024, 3.67493, -0.87228], [4.89275, -0.05165, 3.61810], [5.02689, -0.27930, 1.85022], [4.69400, -1.66104, 2.90940], [3.10746, 1.89635, 3.51801], [1.52970, 1.86085, 2.71944], [4.23603, 1.83387, 1.26066], [3.26681, 3.28480, 1.47700], [3.03434, 4.05862, -1.16178], [1.61984, 4.29091, -0.09245], [1.40225, 3.65946, -1.73950], [-4.98856, -2.69478, 2.04342], [-3.83403, -2.85051, 2.80402], [-2.59451, -2.60232, 2.24526], [-2.52620, -2.17979, 0.92169], [-3.66698, -2.00440, 0.15658], [-4.90347, -2.28104, 0.72295], [-1.24139, -1.87378, 0.34093], [-0.35020, -2.65394, 0.72931], [0.93701, -2.40999, 0.20990], [1.90384, -3.33839, 0.54259], [3.16333, -3.19621, -0.01761], [3.37870, -2.14496, -0.88878], [2.35068, -1.25103, -1.15591], [1.13664, -1.35803, -0.60756], [-5.95548, -2.88981, 2.48663], [-3.90042, -3.15764, 3.83885], [-1.68752, -2.69924, 2.82497], [-3.59983, -1.65716, -0.86324], [-5.79935, -2.15894, 0.12992], [1.64646, -4.14568, 1.21157], [3.95102, -3.90022, 0.21397], [4.33503, -1.99932, -1.36986], [2.49930, -0.42963, -1.84073], [0.47378, 0.75650, -3.08584], [-2.74148, 0.53925, -2.21507], [-2.31220, 2.19270, -1.44626], [-3.05281, 3.36859, -1.54893], [-2.68345, 4.45228, -0.78374], [-1.60095, 4.33423, 0.08809], [-0.90604, 3.14787, 0.11811], [-1.21488, 2.11353, -0.67685], [-0.03259, -1.03042, -3.43829], [0.32510, -1.74492, -4.58393], [-0.04102, -3.06725, -4.68900], [-0.75600, -3.66337, -3.64830], [-1.08097, -2.89791, -2.55321], [-0.74784, -1.60348, -2.45857], [-3.91241, 3.39201, -2.20346], [-3.24410, 5.37590, -0.83654], [-1.30991, 5.14602, 0.73856], [-0.06353, 2.99939, 0.78086], [0.89168, -1.24222, -5.35522], [0.22552, -3.64202, -5.56578], [-1.05965, -4.69878, -3.69113], [-1.65048, -3.31780, -1.73311], [-2.55037, 1.01216, 1.69622], [-1.34487, 0.43864, 1.31865], [-0.59984, 0.06936, 2.43848], [-1.38230, 0.40469, 3.52779], [-1.11120, 0.22833, 4.86536], [-2.10411, 0.64258, 5.75151], [-3.29518, 1.20314, 5.29982], [-3.55158, 1.37813, 3.94055], [-2.56359, 0.96461, 3.07818], [-0.18103, -0.20844, 5.20145], [-1.94405, 0.52455, 6.81438], [-4.04090, 1.51154, 6.01933], [-4.47261, 1.81109, 3.57732]],
  "forces_ev_per_a": [[-0.7, 0.4, -1.0], [-0.1, 0.0, 0.0], [0.0, 0.0, 0.0], [0.0, 0.0, 0.0], [0.0, 0.1, 0.0], [0.1, -0.1, 0.2], [0.0, -0.1, -0.1], [0.0, 0.0, 0.0], [0.0, 0.0, 0.0], [0.0, 0.0, 0.0], [0.0, 0.0, 0.0], [0.0, 0.0, 0.0], [0.0, 0.0, 0.0], [0.0, 0.0, 0.1], [0.0, 0.0, 0.0], [0.0, 0.0, 0.0], [0.0, 0.0, 0.0], [0.1, 0.0, 0.0], [-0.1, 0.0, 0.0], [0.0, 0.0, 0.0], [0.1, 0.2, -0.1], [-0.1, -0.1, 0.0], [0.1, 0.0, 0.0], [0.2, -0.1, 0.1], [0.0, 0.1, -0.1], [-0.2, 0.1, 0.0], [0.0, 0.1, -0.1], [0.0, 0.0, 0.0], [0.0, 0.0, 0.0], [0.1, 0.0, 0.0], [0.2, -0.3, 0.5], [0.0, 0.0, 0.0], [0.0, 0.0, 0.0], [0.0, 0.0, 0.0], [0.0, 0.0, 0.0], [0.0, 0.0, 0.0], [0.0, 0.0, 0.0], [0.0, 0.0, 0.0], [0.0, 0.0, 0.0], [0.0, 0.0, 0.0], [0.2, -0.1, 0.2], [-0.1, -0.2, 0.4], [0.0, 0.2, 0.2], [0.0, -0.1, -0.1], [0.1, 0.0, 0.0], [0.0, 0.0, 0.0], [0.1, 0.2, -0.1], [-0.3, -0.2, 0.1], [0.1, 0.0, -0.2], [0.0, 0.1, 0.0], [-0.1, -0.1, 0.1], [0.0, 0.0, 0.0], [-0.2, -0.1, -0.1], [0.4, 0.1, 0.2], [0.0, 0.0, 0.0], [0.0, 0.0, 0.0], [0.0, 0.0, 0.0], [0.0, 0.0, 0.0], [0.0, 0.0, 0.0], [0.0, 0.0, 0.0], [0.0, 0.0, 0.0], [0.0, 0.0, 0.0], [0.1, -0.1, 0.0], [0.3, -0.3, -0.3], [0.0, 0.1, 0.0], [0.0, 0.0, 0.1], [0.0, 0.0, 0.0], [0.0, 0.0, 0.0], [0.0, 0.0, 0.0], [0.0, 0.0, 0.0], [0.0, 0.0, -0.1], [0.0, 0.0, 0.0], [0.0, 0.0, 0.0], [0.0, 0.0, 0.0], [0.0, 0.0, 0.0]]
}